# 1
# C50H116BN8O23

9 unconnected molecules or ions with the total composition C50H116BN8O23 (the ωB97M-V functional and the def2-TZVPD basis, the OMol25 dataset).

Cartesian coordinates (Å):
O -1.9125 0.6755 -3.5651
C -2.0030 0.4802 -2.3942
O -1.3891 -0.3520 -1.5623
B -1.7424 -0.0934 -0.1592
O -2.8951 0.7964 -0.2678
C -2.9559 1.3248 -1.4847
O -3.6821 2.1999 -1.8476
O -0.6320 0.6225 0.4857
C -0.0627 -0.1629 1.3477
O 1.0099 0.0296 1.8633
C -0.9552 -1.4462 1.4475
O -1.9684 -1.2939 0.6227
O -0.5740 -2.4651 1.9557
C -4.0536 -5.8402 -3.6076
O -2.7016 -5.3653 -3.6580
C -1.7410 -6.2278 -4.1655
C -0.8055 -6.9134 -3.0879
N 0.1236 -5.9838 -2.4356
C -0.5104 -4.8259 -1.8148
C -1.3165 -5.2068 -0.5203
O -0.8370 -6.4506 0.0227
C -1.7850 -7.0916 0.8272
H -4.6072 -5.9314 -4.5376
H -4.3955 -5.0755 -2.9082
H -4.1322 -6.7177 -2.9547
H -0.9841 -5.6604 -4.7176
H -2.1811 -7.0502 -4.7364
H -0.2426 -7.5645 -3.7642
H -1.4250 -7.5633 -2.4578
H 0.5533 -6.5392 -1.7112
H -1.0891 -4.2181 -2.5004
H 0.4076 -4.3640 -1.4406
H -2.3763 -5.3087 -0.7571
H -1.0662 -4.4058 0.1762
H -1.5014 -8.0945 1.1453
H -2.7322 -7.1552 0.2775
H -1.9972 -6.5365 1.7504
C 6.0164 5.5417 -3.4781
O 5.3565 4.4316 -2.9421
C 5.6745 3.2430 -3.6550
C 4.9984 2.0407 -2.9899
N 3.5968 2.3516 -2.7291
C 2.7634 1.3742 -2.0903
C 1.3914 2.0484 -1.7799
O 1.6486 3.1151 -0.8889
C 0.4342 3.5289 -0.3474
H 6.2372 5.5908 -4.5478
H 6.9164 5.7919 -2.9023
H 5.3790 6.4075 -3.2670
H 6.7545 3.0664 -3.6315
H 5.3308 3.3208 -4.6921
H 5.5297 1.8142 -2.0644
H 5.0565 1.1631 -3.6496
H 3.2556 2.6713 -3.6292
H 3.1731 1.1656 -1.1010
H 2.5509 0.4287 -2.6079
H 0.7437 1.3400 -1.2572
H 0.8391 2.3077 -2.6916
H -0.3908 3.7210 -1.0518
H 0.6365 4.5532 -0.0102
H -0.0477 2.9714 0.4589
C -4.7920 6.3814 -1.1630
O -3.5959 6.5763 -1.8722
C -2.4736 6.0576 -1.2296
C -1.1981 6.4105 -2.0186
N -1.1730 6.0573 -3.4643
C -1.4778 4.6285 -3.6529
C -1.8714 4.1836 -5.0538
O -0.7242 4.4009 -5.8965
C -0.8663 3.5818 -7.0354
H -5.6193 6.7667 -1.7634
H -4.9147 6.8952 -0.2047
H -4.9829 5.3122 -1.0366
H -2.4498 4.9851 -1.0111
H -2.3288 6.6138 -0.2926
H -0.3121 5.9323 -1.6061
H -1.1353 7.5000 -2.0122
H -2.0417 6.4818 -3.7931
H -2.3203 4.2615 -3.0510
H -0.6179 3.9902 -3.4382
H -2.6471 4.7753 -5.5549
H -2.1813 3.1422 -4.9323
H -0.1391 3.7757 -7.8326
H -1.8395 3.7333 -7.5128
H -0.6049 2.5501 -6.7723
C -11.2406 -1.7476 -0.4359
O -9.8701 -1.9252 -0.1231
C -9.0373 -1.7182 -1.2700
C -7.5989 -2.0668 -0.8195
N -6.6041 -1.9631 -1.8283
C -5.3582 -2.6739 -1.6006
C -4.2750 -2.1496 -2.5334
O -4.4076 -2.6000 -3.8746
C -3.6426 -1.7969 -4.7420
H -11.6153 -0.7664 -0.1227
H -11.7939 -2.4376 0.2032
H -11.4698 -1.8651 -1.4952
H -9.0594 -0.7201 -1.7069
H -9.2753 -2.5521 -1.9351
H -7.6825 -3.1346 -0.5373
H -7.3291 -1.5204 0.0911
H -7.0182 -1.9893 -2.7475
H -5.5875 -3.7412 -1.7644
H -5.1231 -2.7370 -0.5373
H -3.3082 -2.5483 -2.1914
H -4.1027 -1.0786 -2.4107
H -2.5570 -1.7691 -4.6371
H -3.9536 -0.7496 -4.8502
H -3.9320 -2.1354 -5.7420
C 0.2569 -7.7440 5.8527
O 1.2351 -8.2042 4.9483
C 1.3858 -7.3895 3.7799
C 1.6426 -5.8958 4.1353
N 2.3502 -5.1482 3.1055
C 1.6863 -4.9746 1.8085
C 2.6720 -4.7826 0.6620
O 3.4027 -5.8996 0.1913
C 2.7045 -6.9953 -0.2975
H 0.1074 -8.4882 6.6423
H -0.7536 -7.7333 5.4290
H 0.6654 -6.8539 6.3320
H 0.5038 -7.3849 3.1301
H 2.1847 -7.8754 3.2184
H 2.1951 -5.8313 5.0714
H 0.6073 -5.5846 4.2860
H 3.1030 -5.7719 2.8147
H 0.9924 -4.1298 1.7474
H 0.9627 -5.7830 1.6288
H 3.3720 -4.0050 0.9629
H 2.0958 -4.4855 -0.2217
H 1.9318 -7.4217 0.3477
H 3.4342 -7.7636 -0.5665
H 2.2700 -6.8040 -1.2874
C -5.8415 3.9456 1.6413
O -4.5870 4.5309 1.9061
C -3.4808 3.6796 1.6464
C -2.9769 3.1574 2.9887
N -1.5494 2.6842 2.9919
C -0.9711 2.5323 4.3158
C -1.4822 1.3248 5.0795
O -2.8254 1.4137 5.5064
C -3.0187 1.0448 6.8529
H -6.6244 4.4720 2.1822
H -5.8124 2.8954 1.9543
H -6.0058 3.9443 0.5574
H -2.5997 4.1853 1.2383
H -3.7401 2.8296 1.0152
H -3.4648 2.1844 3.1110
H -3.1293 3.8792 3.7855
H -1.6059 1.8210 2.4708
H -1.0804 3.3644 5.0154
H 0.1063 2.3995 4.1856
H -0.8184 1.2814 5.9554
H -1.3330 0.4028 4.5063
H -4.0762 1.0127 7.1013
H -2.5167 1.7607 7.5137
H -2.5632 0.0745 7.0760
C 6.3137 6.4660 -0.1358
O 6.0970 5.0864 -0.2142
C 6.4047 4.4170 1.0024
C 6.2791 2.9305 0.6681
N 4.9110 2.4932 0.4225
C 4.0762 2.3423 1.5993
C 3.3284 3.5847 2.1305
O 3.3421 4.6476 1.2289
C 2.7576 5.7847 1.8062
H 7.3896 6.6711 -0.0719
H 5.6399 6.9590 0.5726
H 6.0565 6.9971 -1.0584
H 5.7111 4.5933 1.8245
H 7.4509 4.5762 1.2808
H 6.5076 2.3254 1.5689
H 7.0297 2.6315 -0.0630
H 4.9492 1.6290 -0.0945
H 4.6426 1.7302 2.3155
H 3.2083 1.7402 1.3157
H 3.8417 3.9055 3.0522
H 2.3443 3.1846 2.4009
H 3.1901 6.0932 2.7624
H 1.6721 5.6187 1.8383
H 2.8451 6.6131 1.0969
C 8.1402 -1.1127 2.6628
C 7.4242 -0.3794 3.7778
C 5.9101 -0.6501 3.8665
O 5.4049 -0.7077 2.5553
C 4.0599 -1.1173 2.3760
N 7.9803 -0.8873 5.0510
H 7.9655 -0.5618 1.7313
H 7.8296 -2.1473 2.5257
H 9.2224 -1.0547 2.7943
H 7.5344 0.6963 3.6408
H 5.4778 0.2157 4.3807
H 5.6477 -1.5685 4.4027
H 3.9157 -1.2669 1.3066
H 3.3431 -0.3279 2.6143
H 3.9160 -2.0162 2.9803
H 8.9890 -0.9812 5.0211
H 7.7032 -1.8450 5.2369

Values from the calculation:
Energy relative to the best compared isomer or geometry (same formula, charge and spin) ... 0.00 kcal/mol
E_tot ... -113413.8466 eV
Net charge ... -1
Lowest unoccupied orbital energy ... 2.09 eV
F_max ... 2.78 eV Å⁻¹
Orbital gap ... 8.00 eV



# 2
# C18H41B2N2O24S5

6 unconnected molecules or ions with the total composition C18H41B2N2O24S5 (the ωB97M-V functional and the def2-TZVPD basis, the OMol25 dataset).

Cartesian coordinates (Å):
C 0.2013 2.8987 -1.4288
C 0.0212 1.4990 -2.0390
O -1.2331 0.9383 -1.7604
C -2.3079 1.4283 -2.6044
B -3.7690 1.3689 -1.8304
C -3.3979 1.9179 -0.3222
O -4.5732 2.1904 0.5210
N -4.2371 3.0255 1.5302
O -5.1399 3.7295 1.8451
B -4.2734 -0.2939 -1.7092
N -3.7935 -1.4120 -2.5591
O -5.1766 -0.7223 -0.6953
C -4.8256 2.3354 -2.6787
C -4.6024 2.1899 -4.1975
C -6.3253 2.1901 -2.3586
C -6.8481 3.0913 -1.2179
H 0.1027 3.6839 -2.1799
H -0.5617 3.0585 -0.6669
H 1.1928 2.9937 -0.9810
H 0.7612 0.8134 -1.6135
H 0.2003 1.5365 -3.1229
H -2.0596 2.4608 -2.9026
H -2.2889 0.8084 -3.5124
H -2.7797 1.1917 0.2144
H -2.8118 2.8435 -0.3743
H -3.5643 -1.0774 -3.4887
H -2.9725 -1.8888 -2.2047
H -6.0584 -0.7907 -1.0638
H -4.5727 3.3828 -2.4408
H -5.4738 2.5270 -4.7699
H -3.7559 2.7961 -4.5309
H -4.3923 1.1566 -4.4933
H -6.8951 2.4920 -3.2405
H -6.6314 1.1603 -2.1424
H -7.0715 2.5082 -0.3213
H -6.1107 3.8259 -0.8990
H -7.7876 3.5761 -1.5019
C 2.6884 -0.4441 2.2361
C 1.7121 0.2919 1.3408
O 2.5776 1.0404 0.4588
S 3.9008 0.2362 0.1598
O 3.8177 -0.4737 -1.0700
O 5.0114 1.0925 0.3939
O 3.7593 -0.8215 1.3400
H 3.0991 0.2036 3.0076
H 2.2771 -1.3383 2.6903
H 1.0725 0.9857 1.8773
H 1.0981 -0.3787 0.7388
C 4.9165 -3.2372 -3.0189
C 4.5578 -4.6230 -2.5190
O 3.4075 -4.9800 -3.2968
S 3.5331 -4.3694 -4.7669
O 4.0692 -5.3442 -5.6515
O 2.3232 -3.7034 -5.0773
O 4.6871 -3.3229 -4.4369
H 4.2685 -2.4726 -2.5896
H 5.9572 -2.9759 -2.8498
H 4.2946 -4.6412 -1.4654
H 5.3512 -5.3466 -2.7176
C 5.6471 -2.2800 5.8768
C 6.1057 -0.8381 5.8811
O 4.9094 -0.1016 5.5828
S 3.6391 -0.8367 6.2066
O 3.2789 -0.2458 7.4437
O 2.6855 -0.9680 5.1616
O 4.3448 -2.2294 6.4978
H 5.5300 -2.6674 4.8636
H 6.2914 -2.9306 6.4536
H 6.8466 -0.6243 5.1171
H 6.4803 -0.5369 6.8603
C -10.3194 0.2249 -2.0430
C -11.5964 0.8081 -2.6197
O -11.1389 1.6193 -3.7085
S -9.8442 0.9554 -4.3808
O -10.2260 0.2095 -5.5274
O -8.8391 1.9469 -4.4479
O -9.5287 -0.0682 -3.2024
H -9.7824 0.9444 -1.4224
H -10.4799 -0.6960 -1.4895
H -12.1360 1.4386 -1.9186
H -12.2565 0.0297 -3.0079
C 10.4646 -0.6274 4.5739
C 11.2596 -0.4581 5.8543
O 10.5463 -1.2728 6.8012
S 9.9428 -2.5533 6.0757
O 10.7923 -3.6741 6.2410
O 8.5662 -2.6413 6.4234
O 10.0942 -2.0171 4.5850
H 9.5586 -0.0199 4.5754
H 11.0411 -0.4273 3.6758
H 11.2777 0.5644 6.2189
H 12.2770 -0.8386 5.7565

Values from the calculation:
E_tot ... -126974.8820 eV
Net charge ... -1
Lowest unoccupied orbital energy ... 0.99 eV
F_max ... 0.73 eV Å⁻¹
Orbital gap ... 5.08 eV



# 3
# C3H13NO4

4 unconnected molecules or ions with the total composition C3H13NO4 (the ωB97M-V functional and the def2-TZVPD basis, the OMol25 dataset).

Cartesian coordinates (Å):
C 2.0207 2.1404 1.4942
C 1.7784 0.7165 1.0471
N 0.7054 0.0941 1.8086
C 1.5746 0.6861 -0.4704
O 1.0317 -0.2181 -1.0473
H 2.2550 2.2649 2.5468
H 1.1100 2.7225 1.3247
H 2.8335 2.6188 0.9363
H 2.6371 0.0697 1.1814
H 0.6471 -0.8939 1.6060
H -0.2020 0.4843 1.5474
H 2.1109 1.5007 -1.0055
O -0.7017 -2.4427 -0.9679
H -0.5195 -1.7352 -0.3332
H 0.0315 -2.3092 -1.5836
O -1.6545 0.9885 -0.7125
H -1.9896 1.3967 -1.5197
H -2.2262 0.2019 -0.6915
O -3.4014 -1.4104 -0.6530
H -3.9329 -1.9330 -1.2652
H -2.5358 -1.8457 -0.7446

Values from the calculation:
Energy relative to the best compared isomer or geometry (same formula, charge and spin) ... 31.30 kcal/mol
E_tot ... -13001.8083 eV
Net charge ... 0
Lowest unoccupied orbital energy ... 0.67 eV
F_max ... 0.82 eV Å⁻¹
Orbital gap ... 10.10 eV
Structure (SMILES) ... C[C@@H](N)C=O.O.O.O



# 4
# C12H44B5Mg2O6S3

A molecular structure, C12H44B5Mg2O6S3 (the ωB97M-V functional and the def2-TZVPD basis, the OMol25 dataset).

Cartesian coordinates (Å):
Mg 0.8092 -0.4305 1.2416
Mg -2.2862 0.2647 -1.2908
B -3.3883 -1.0935 -0.0039
H -4.2288 -1.4743 0.5554
H -2.9091 -0.4510 0.7185
H -2.7233 -1.9080 -0.2460
H -3.7492 -0.6267 -0.9073
B -1.5985 -0.7655 -2.8580
H -0.8971 -1.1443 -2.1308
H -1.4740 0.3039 -2.7865
H -1.1379 -1.0065 -3.8036
H -2.5704 -1.2226 -2.7555
B -0.8663 -2.0878 1.9754
H 0.2009 -1.9304 1.9490
H -1.3779 -1.1409 2.0514
H -1.3057 -2.5186 1.0891
H -1.0086 -2.6684 2.8737
B -3.2688 1.9987 -1.6595
H -2.2842 2.0893 -2.0915
H -3.1203 1.7269 -0.6259
H -3.8804 2.8846 -1.7323
H -3.7609 1.1642 -2.1346
B -0.6052 0.6930 0.0428
H -1.6037 1.0309 0.2730
H 0.0899 1.1333 0.7407
H -0.5215 -0.3675 0.2231
H -0.3312 0.7733 -0.9978
C 1.0707 -3.4799 -3.4347
C 0.4948 -4.5089 -2.4743
C 0.3454 -3.8146 -1.1052
S 1.7897 -2.7138 -0.9191
O 2.8803 -3.4729 -0.4007
O 1.4780 -1.4663 -0.2182
C 2.0135 -2.4429 -2.7188
H 0.2914 -3.0303 -4.0499
H 1.6032 -3.9602 -4.2557
H 1.0417 -5.4438 -2.3523
H -0.5167 -4.7364 -2.8108
H 0.1387 -4.3701 -0.1905
H -0.4819 -3.1055 -1.0749
H 2.9879 -2.5465 -3.1962
H 1.5733 -1.4501 -2.8115
C 3.1478 1.7614 -2.4052
C 4.2111 0.7332 -1.8465
C 4.6901 1.2318 -0.4767
S 3.1337 1.8313 0.2827
O 3.4468 3.0955 0.8612
O 2.4173 0.7457 0.9772
C 2.2614 2.2861 -1.2800
H 2.4914 1.4229 -3.2068
H 3.7770 2.5855 -2.7417
H 5.0845 0.6516 -2.4935
H 3.8066 -0.2587 -1.6448
H 5.3324 2.1044 -0.5948
H 5.1954 0.4945 0.1471
H 2.4359 3.3610 -1.2332
H 1.1805 2.1637 -1.3496
C -0.7481 3.3735 4.6000
C -2.1374 3.2074 3.7655
C -2.1839 1.8809 3.0753
S -0.8895 0.7275 3.8942
O 0.2330 0.4185 3.0264
O -1.5649 -0.3279 4.6483
C -0.4109 1.9554 5.1369
H -0.8619 4.1963 5.3058
H -0.0560 3.6119 3.7923
H -2.4053 4.0151 3.0844
H -2.9374 3.2737 4.5029
H -1.9105 2.0161 2.0288
H -3.1719 1.4206 3.0778
H 0.6046 1.6930 5.4334
H -1.0841 1.6440 5.9356

Values from the calculation:
E_tot ... -72210.8596 eV
Net charge ... -1
Lowest unoccupied orbital energy ... 1.74 eV
F_max ... 4.69 eV Å⁻¹
Orbital gap ... 6.96 eV



# 5
# C2H6N3O3

A gas-phase ion, C2H6N3O3 (charge +1) (the ωB97M-V functional and the def2-TZVPD basis, the OMol25 dataset).

Cartesian coordinates (Å):
C -1.7274 -0.2492 1.0863
O -0.7611 0.4405 0.4105
C 0.5958 -0.3921 -0.1981
N 1.3894 0.2802 -0.8638
N 1.1750 1.6602 -1.0808
N 0.5600 -1.7809 -0.0781
O 0.8293 -2.2376 0.9990
O 0.1994 -2.2822 -1.1181
H -2.4500 0.4610 1.2607
H -1.2569 -0.4981 2.1277
H -1.9833 -1.2315 0.7144
H 0.1132 1.7980 -0.8849
H 1.6803 2.2362 -0.3700
H 1.6361 1.7955 -2.0049

Values from the calculation:
Energy relative to the best compared isomer or geometry (same formula, charge and spin) ... 70.60 kcal/mol
E_tot ... -12769.4666 eV
Net charge ... +1
Lowest unoccupied orbital energy ... -5.45 eV
F_max ... 7.53 eV Å⁻¹
Orbital gap ... 9.67 eV
Structure (SMILES) ... CO/C(=N\[NH3+])[N+](=O)[O-]



Q: Which of these has the highest orbital gap?
A: C3H13NO4